Entry 1:
Density functional theory data (the ωB97M-V functional and the def2-TZVPD basis) for a molecular structure, C54H56BF3O3SSbV at a distorted geometry.

Computed properties:
* energy relative to the best compared isomer or geometry (same formula, charge and spin): 0.616 eV
* E: -4223.741968 Eh
* multiplicity: 4
* total charge: +1
* HOMO-LUMO gap (spin up / spin down): 7.72 / 7.79 eV
* M: 1025.6 g/mol

Element x y z (Å)
V1 -1.27 0.17 0.17
C1 -5.54 2.15 -0.35
C2 -4.78 1.25 0.60
C3 -4.21 1.71 1.79
C4 -4.35 3.14 2.28
C5 -3.52 0.80 2.61
C6 -2.87 1.24 3.90
C7 -3.52 -0.57 2.31
C8 -2.87 -1.51 3.30
C9 -4.19 -1.04 1.18
C10 -4.48 -2.52 1.01
C11 -4.73 -0.12 0.27
C12 -5.35 -0.59 -1.02
H1 -5.64 3.17 0.01
H2 -6.55 1.76 -0.48
H3 -5.07 2.18 -1.33
H4 -4.89 3.15 3.23
H5 -4.90 3.77 1.59
H6 -3.38 3.60 2.44
H7 -2.92 2.32 4.05
H8 -1.82 0.94 3.93
H9 -3.37 0.78 4.75
H10 -3.42 -1.49 4.25
H11 -1.85 -1.20 3.52
H12 -2.84 -2.53 2.95
H13 -5.44 -2.65 0.52
H14 -4.55 -3.00 1.98
H15 -3.73 -3.05 0.42
H16 -6.44 -0.61 -0.93
H17 -5.02 -1.59 -1.28
H18 -5.10 0.08 -1.84
O1 -1.78 1.84 -0.43
S1 -2.37 3.26 -0.42
C13 -2.07 3.72 -2.18
C14 -0.66 4.07 -2.52
C15 0.34 3.10 -2.53
C16 1.65 3.45 -2.82
C17 1.98 4.77 -3.10
C18 0.99 5.74 -3.09
C19 -0.32 5.40 -2.79
C20 -1.29 4.50 0.46
C21 -0.16 4.04 1.32
C22 -0.43 3.43 2.54
C23 0.59 3.21 3.45
C24 1.89 3.59 3.14
C25 2.17 4.14 1.90
C26 1.15 4.36 0.99
H19 -2.74 4.56 -2.38
H20 -2.42 2.84 -2.72
H21 0.10 2.07 -2.30
H22 2.42 2.69 -2.81
H23 3.00 5.04 -3.34
H24 1.24 6.78 -3.29
H25 -1.09 6.16 -2.79
H26 -2.02 5.02 1.08
H27 -0.94 5.18 -0.32
H28 -1.45 3.17 2.80
H29 0.37 2.77 4.41
H30 2.68 3.45 3.86
H31 3.19 4.39 1.64
H32 1.38 4.83 0.04
F1 -0.50 -5.90 5.14
C27 -0.59 -5.18 4.02
C28 -1.40 -5.61 2.99
C29 -1.48 -4.86 1.83
C30 -0.73 -3.69 1.70
C31 0.05 -3.25 2.76
C32 0.13 -4.00 3.93
Sb1 -0.83 -2.45 -0.05
C33 -1.85 -3.77 -1.39
C34 -1.55 -5.13 -1.46
C35 -2.26 -5.97 -2.29
C36 -3.27 -5.44 -3.07
F2 -3.98 -6.25 -3.87
C37 -3.56 -4.09 -3.07
C38 -2.84 -3.26 -2.22
C39 1.10 -2.96 -0.83
C40 2.24 -2.92 -0.03
C41 3.49 -3.19 -0.56
C42 3.58 -3.51 -1.90
F3 4.79 -3.76 -2.42
C43 2.48 -3.56 -2.72
C44 1.23 -3.28 -2.18
H33 -1.97 -6.53 3.11
H34 -2.13 -5.18 1.03
H35 0.59 -2.31 2.69
H36 0.74 -3.68 4.77
H37 -0.74 -5.53 -0.86
H38 -2.05 -7.03 -2.34
H39 -4.35 -3.71 -3.71
H40 -3.05 -2.19 -2.21
H41 2.15 -2.67 1.02
H42 4.38 -3.16 0.05
H43 2.59 -3.81 -3.77
H44 0.36 -3.33 -2.81
C45 6.23 1.04 -3.07
C46 6.47 0.54 -1.64
C47 7.35 1.55 -0.90
C48 7.19 -0.82 -1.73
C49 5.16 0.37 -0.87
C50 5.19 -0.16 0.43
C51 4.04 -0.38 1.18
C52 2.84 -0.06 0.59
O2 1.55 -0.18 1.07
B1 0.71 0.40 0.10
O3 1.49 0.82 -0.98
C53 2.80 0.53 -0.66
C54 3.93 0.75 -1.41
H45 7.19 1.13 -3.59
H46 5.77 2.03 -3.07
H47 5.60 0.35 -3.63
H48 8.28 1.71 -1.45
H49 7.60 1.21 0.10
H50 6.84 2.51 -0.81
H51 8.10 -0.72 -2.31
H52 6.55 -1.55 -2.22
H53 7.45 -1.19 -0.74
H54 6.14 -0.41 0.87
H55 4.09 -0.78 2.18
H56 3.85 1.20 -2.38

---

Entry 2:
Density functional theory data (the ωB97M-V functional and the def2-TZVPD basis) for a molecular structure, C54H58ClCsN3O6P3S4 at a distorted geometry.

Computed properties:
* energy relative to the best compared isomer or geometry (same formula, charge and spin): 1.578 eV
* E: -5805.778255 Eh
* multiplicity: 1
* total charge: -2
* HOMO-LUMO gap: 6.78 eV
* M: 1234.6 g/mol

Element x y z (Å)
Cs1 -2.19 -1.38 -0.97
Cl1 -1.79 -0.53 3.08
C1 -1.43 0.41 4.49
C2 -2.06 0.03 5.66
C3 -1.79 0.70 6.84
C4 -0.88 1.75 6.83
C5 -0.25 2.12 5.64
C6 -0.51 1.47 4.43
P1 0.25 1.94 2.79
C7 1.07 3.52 3.27
C8 0.24 4.63 3.38
C9 0.75 5.89 3.67
C10 2.13 6.06 3.81
C11 2.97 4.96 3.67
C12 2.44 3.70 3.41
C13 1.65 0.76 2.70
C14 2.53 0.95 1.62
C15 3.63 0.12 1.46
C16 3.85 -0.94 2.33
C17 2.97 -1.15 3.39
C18 1.89 -0.30 3.58
H1 -2.75 -0.81 5.64
H2 -2.28 0.40 7.76
H3 -0.65 2.28 7.75
H4 0.46 2.93 5.66
H5 -0.83 4.51 3.22
H6 0.09 6.74 3.74
H7 2.54 7.04 3.98
H8 4.04 5.09 3.73
H9 3.12 2.86 3.28
H10 2.36 1.77 0.93
H11 4.31 0.30 0.63
H12 4.69 -1.60 2.19
H13 3.12 -1.98 4.06
H14 1.22 -0.47 4.42
O1 -1.87 -3.07 -6.12
C19 -3.10 -3.33 -5.65
C20 -3.84 -4.34 -6.26
C21 -5.10 -4.68 -5.78
C22 -5.64 -4.01 -4.69
C23 -4.90 -2.99 -4.10
C24 -3.64 -2.63 -4.55
C25 -2.93 -1.49 -3.86
O2 -3.55 -0.84 -2.98
N1 -1.69 -1.29 -4.30
N2 -0.98 -0.31 -3.61
C26 -0.27 0.46 -4.30
S1 0.80 1.65 -3.54
C27 0.84 2.69 -5.01
C28 1.02 1.75 -6.20
S2 -0.24 0.45 -6.08
H15 -1.51 -2.34 -5.52
H16 -3.40 -4.86 -7.10
H17 -5.66 -5.47 -6.26
H18 -6.62 -4.27 -4.30
H19 -5.30 -2.43 -3.25
H20 1.66 3.40 -4.90
H21 -0.11 3.23 -5.09
H22 2.01 1.31 -6.18
H23 0.87 2.27 -7.15
N3 1.04 -2.30 0.04
C29 1.44 -2.30 -1.30
C30 2.16 -1.23 -1.84
C31 2.61 -1.28 -3.15
C32 2.34 -2.38 -3.96
C33 1.59 -3.43 -3.43
C34 1.15 -3.40 -2.11
H24 0.26 -2.92 0.24
H25 0.94 -1.39 0.46
H26 2.35 -0.35 -1.23
H27 3.16 -0.43 -3.55
H28 2.66 -2.40 -4.99
H29 1.33 -4.27 -4.06
H30 0.55 -4.21 -1.71
C35 -4.69 -6.95 0.00
C36 -4.56 -5.48 0.38
C37 -4.81 -4.59 -0.84
C38 -5.52 -5.13 1.51
O3 -3.21 -5.35 0.88
P2 -2.39 -3.96 0.82
O4 -1.77 -3.76 -0.52
O5 -3.22 -2.85 1.37
O6 -1.16 -4.31 1.79
C39 -1.18 -4.79 3.16
C40 -1.14 -6.31 3.14
C41 0.10 -4.23 3.76
C42 -2.39 -4.27 3.93
H31 -5.71 -7.17 -0.32
H32 -4.43 -7.58 0.85
H33 -4.01 -7.18 -0.83
H34 -5.79 -4.82 -1.27
H35 -4.05 -4.74 -1.60
H36 -4.79 -3.54 -0.52
H37 -6.56 -5.21 1.16
H38 -5.33 -4.10 1.84
H39 -5.38 -5.81 2.36
H40 -0.27 -6.65 2.58
H41 -2.04 -6.70 2.65
H42 -1.09 -6.70 4.16
H43 0.96 -4.50 3.14
H44 0.25 -4.62 4.77
H45 0.05 -3.14 3.80
H46 -3.32 -4.65 3.50
H47 -2.43 -3.18 3.90
H48 -2.32 -4.61 4.97
S3 4.62 3.38 0.19
P3 3.11 4.53 -0.40
S4 1.23 3.92 -0.20
C43 3.27 6.19 0.40
C44 2.15 6.96 0.67
C45 2.28 8.22 1.25
C46 3.53 8.73 1.56
C47 4.66 7.96 1.29
C48 4.53 6.70 0.72
C49 3.40 5.01 -2.17
C50 2.38 5.64 -2.90
C51 2.61 6.07 -4.20
C52 3.85 5.86 -4.80
C53 4.85 5.22 -4.09
C54 4.63 4.80 -2.78
H49 1.17 6.54 0.45
H50 1.39 8.81 1.46
H51 3.63 9.70 2.01
H52 5.65 8.34 1.54
H53 5.41 6.08 0.53
H54 1.41 5.77 -2.43
H55 1.82 6.56 -4.75
H56 4.02 6.19 -5.82
H57 5.82 5.04 -4.55
H58 5.40 4.28 -2.22

---

Entry 3:
Density functional theory data (the ωB97M-V functional and the def2-TZVPD basis) for a molecular structure, C54H59BBrFGeN2O5Pt at a distorted geometry.

Computed properties:
* energy relative to the best compared isomer or geometry (same formula, charge and spin): 2.888 eV
* E: -7473.589742 Eh
* multiplicity: 2
* total charge: +1
* HOMO-LUMO gap (spin up / spin down): 5.03 / 5.04 eV
* M: 1193.5 g/mol

Element x y z (Å)
Pt1 1.22 -0.63 0.86
C1 -4.68 -3.11 5.68
C2 -4.41 -4.11 4.56
C3 -5.72 -4.35 3.79
C4 -3.93 -5.43 5.19
C5 -3.35 -3.64 3.59
C6 -2.65 -2.45 3.76
C7 -1.68 -2.09 2.86
Br1 -0.76 -0.44 3.12
C8 -1.32 -2.89 1.71
O1 -0.41 -2.56 0.92
C9 -2.09 -4.12 1.55
C10 -3.04 -4.44 2.48
C11 -1.79 -4.99 0.35
C12 -2.64 -6.27 0.33
C13 -0.31 -5.42 0.39
C14 -2.09 -4.20 -0.93
H1 -5.45 -3.50 6.34
H2 -5.02 -2.15 5.29
H3 -3.78 -2.95 6.28
H4 -6.50 -4.68 4.47
H5 -5.61 -5.11 3.02
H6 -6.05 -3.43 3.31
H7 -4.69 -5.79 5.88
H8 -3.01 -5.26 5.73
H9 -3.76 -6.19 4.44
H10 -2.85 -1.80 4.60
H11 -3.58 -5.36 2.36
H12 -2.45 -6.88 1.21
H13 -2.40 -6.85 -0.55
H14 -3.70 -6.03 0.29
H15 -0.09 -5.92 1.33
H16 0.33 -4.55 0.30
H17 -0.11 -6.10 -0.43
H18 -3.13 -3.88 -0.94
H19 -1.91 -4.83 -1.80
H20 -1.46 -3.32 -1.00
O2 5.19 4.21 -2.30
C15 5.55 3.13 -3.11
N1 4.90 1.96 -2.57
C16 4.49 0.96 -3.38
O3 4.72 0.97 -4.57
C17 3.73 -0.17 -2.74
C18 3.29 -1.20 -3.57
C19 2.54 -2.24 -3.03
C20 2.24 -2.20 -1.69
N2 2.67 -1.23 -0.89
C21 3.41 -0.25 -1.40
H21 5.75 4.97 -2.51
H22 6.64 2.99 -3.13
H23 5.20 3.26 -4.15
H24 4.67 2.05 -1.59
H25 3.56 -1.17 -4.62
H26 2.20 -3.05 -3.65
H27 1.63 -2.97 -1.22
H28 3.79 0.47 -0.68
F1 4.70 -3.52 5.13
C22 3.91 -2.92 4.22
C23 3.44 -3.66 3.15
C24 2.63 -3.04 2.22
C25 2.30 -1.70 2.36
C26 2.75 -0.99 3.46
C27 3.59 -1.59 4.39
H29 3.72 -4.70 3.06
H30 2.27 -3.62 1.38
H31 2.47 0.05 3.62
H32 3.97 -1.04 5.24
C28 1.76 2.96 3.49
Ge1 1.71 2.21 1.61
C29 3.72 2.32 1.23
C30 4.56 1.24 1.42
C31 5.94 1.39 1.35
C32 6.47 2.65 1.12
C33 5.63 3.73 0.93
C34 4.26 3.57 0.97
C35 0.96 3.72 0.49
C36 0.38 4.78 1.16
C37 -0.34 5.77 0.50
C38 -0.53 5.69 -0.86
C39 0.04 4.64 -1.60
C40 -0.11 4.55 -3.00
C41 0.50 3.55 -3.71
C42 1.30 2.61 -3.05
C43 1.46 2.67 -1.69
C44 0.82 3.66 -0.92
H33 2.16 3.97 3.45
H34 2.42 2.36 4.11
H35 0.78 2.97 3.95
H36 4.14 0.26 1.63
H37 6.58 0.54 1.48
H38 7.54 2.79 1.10
H39 6.04 4.72 0.76
H40 3.61 4.43 0.82
H41 0.51 4.85 2.23
H42 -0.76 6.59 1.07
H43 -1.08 6.46 -1.38
H44 -0.72 5.29 -3.50
H45 0.39 3.50 -4.79
H46 1.79 1.83 -3.63
H47 2.09 1.96 -1.18
C45 -5.23 2.06 -4.49
C46 -3.86 2.75 -4.43
C47 -3.10 2.41 -5.71
C48 -4.05 4.28 -4.39
C49 -3.15 2.28 -3.16
C50 -3.66 2.68 -1.92
C51 -3.09 2.31 -0.71
C52 -2.00 1.48 -0.77
O4 -1.25 0.93 0.23
B1 -0.29 0.15 -0.38
O5 -0.44 0.20 -1.76
C53 -1.49 1.04 -2.00
C54 -2.04 1.45 -3.20
H48 -5.80 2.43 -5.35
H49 -5.81 2.24 -3.59
H50 -5.11 0.99 -4.61
H51 -3.67 2.77 -6.57
H52 -2.97 1.34 -5.83
H53 -2.13 2.90 -5.73
H54 -4.43 4.62 -5.35
H55 -3.10 4.77 -4.20
H56 -4.76 4.58 -3.62
H57 -4.54 3.30 -1.88
H58 -3.49 2.64 0.23
H59 -1.60 1.11 -4.12

---

Q: Which of these has the highest M?
A: C54H58ClCsN3O6P3S4